1.
{
  "formula": "C2H4N4S2",
  "method": "ωB97M-V/def2-TZVPD",
  "e_above_lowest_kcal_mol": 39.1,
  "homo_energy_ev": -8.5,
  "largest_force_ha_per_bohr": 0.047,
  "smiles": "NNC1=NSC=NS1",
  "e_lumo_ha": 0.0163,
  "total_charge": 0,
  "symbols": ["H", "N", "S", "C", "S", "N", "C", "H", "N", "H", "H", "N"],
  "positions_angstrom": [[-2.897, -0.289, 1.219], [0.330, -1.173, -0.074], [-1.335, -1.363, -0.300], [-2.047, -0.037, 0.606], [-0.224, 1.520, -0.394], [-1.566, 1.151, 0.567], [0.772, 0.036, -0.163], [2.254, 1.299, 0.394], [3.054, -0.548, 0.401], [3.528, -0.882, -0.487], [2.553, -1.431, 0.789], [2.061, 0.399, 0.038]]
}

2.
{
  "formula": "C44H24F5I4N4ORuTe",
  "method": "ωB97M-V/def2-TZVPD",
  "s2": 6.12,
  "spin_multiplicity": 5,
  "homo_energy_ev": [-9.9, -10.9],
  "largest_force_ha_per_bohr": 0.054,
  "e_lumo_ha": [-0.1800, -0.2321],
  "total_charge": 1,
  "symbols": ["C", "H", "H", "C", "H", "I", "C", "C", "C", "I", "C", "H", "H", "H", "H", "C", "C", "F", "C", "N", "C", "C", "I", "C", "C", "F", "H", "C", "C", "C", "C", "H", "Te", "C", "C", "F", "H", "H", "H", "C", "N", "C", "H", "C", "N", "H", "H", "C", "H", "H", "C", "C", "C", "C", "Ru", "C", "H", "C", "H", "C", "F", "C", "N", "I", "C", "C", "O", "C", "C", "C", "C", "H", "C", "C", "H", "C", "C", "H", "C", "F", "C", "H", "H", "C"],
  "positions_angstrom": [[3.018, 1.634, -2.465], [3.206, -3.336, 0.154], [1.146, 5.328, 0.394], [-0.299, 2.107, 4.173], [3.572, 2.412, -2.965], [-0.120, 6.901, -6.384], [-4.797, -4.784, 0.416], [5.066, -4.520, -2.404], [1.047, 4.037, -2.605], [0.088, 3.235, 8.910], [-0.778, 0.348, 2.509], [0.367, 4.499, 2.795], [-5.727, -4.917, -0.119], [0.393, 5.729, -1.412], [-1.653, -0.161, 4.501], [-0.974, 3.209, 4.694], [-0.856, 3.537, 6.035], [-4.784, 0.671, -1.678], [2.005, -1.676, -1.563], [-0.373, -1.378, -1.127], [1.150, 3.080, -1.539], [2.286, -0.310, -1.611], [-5.598, -7.377, 1.771], [-2.799, -3.493, 0.836], [0.325, 3.940, 1.876], [-4.141, 2.614, -0.270], [-1.398, 4.384, 6.432], [-0.051, 2.772, 6.865], [0.525, 1.361, 5.024], [0.687, -2.146, -1.366], [3.584, -3.455, -0.855], [-1.636, 3.785, 4.059], [-3.176, 1.674, -1.749], [3.066, -2.666, -1.880], [-1.535, -2.240, -0.965], [-2.579, -1.805, -1.711], [4.194, -0.199, -2.767], [0.949, -4.334, -1.825], [1.080, 0.524, 4.619], [0.547, 3.279, -0.250], [-0.742, -0.312, 1.318], [-1.479, -0.448, 3.478], [-4.311, -2.968, -0.602], [-2.427, -4.420, 1.815], [1.440, 0.655, -1.146], [3.137, -2.238, -3.982], [4.921, -3.878, -4.447], [-1.042, -3.601, -1.399], [-1.698, -4.451, -1.486], [4.991, -4.974, -0.306], [-1.498, -1.478, 1.470], [0.445, 5.700, -4.771], [1.826, 1.838, -1.721], [0.925, 4.415, -5.001], [-0.467, 0.514, -0.496], [-1.931, -2.350, 0.506], [-2.920, -6.237, 2.838], [-3.995, -3.692, 0.137], [-1.484, -4.300, 2.333], [-0.402, 1.685, 2.763], [-0.817, 1.437, -2.257], [0.566, 5.348, -2.405], [0.012, 2.231, 0.426], [6.586, -5.915, -2.799], [3.343, 0.311, -2.346], [-4.406, -5.696, 1.387], [-2.430, 0.656, -0.391], [0.657, 1.690, 6.361], [4.551, -3.754, -3.439], [0.276, -3.537, -1.554], [0.289, 6.174, -3.469], [1.528, 2.580, -4.128], [3.555, -2.827, -3.174], [1.226, 3.598, -3.934], [1.033, 4.048, -6.011], [0.700, 4.377, 0.630], [4.586, -4.377, -1.110], [-2.577, -2.314, 3.246], [-3.222, -5.519, 2.088], [-2.968, 0.432, -3.263], [-0.098, 2.592, 1.741], [-0.072, 7.178, -3.295], [1.307, 1.107, 7.000], [-1.941, -1.546, 2.843]]
}

3.
{
  "formula": "C2H8F2N5O6S2Sn",
  "method": "ωB97M-V/def2-TZVPD",
  "e_above_lowest_kcal_mol": 23.8,
  "homo_energy_ev": -13.5,
  "largest_force_ha_per_bohr": 0.250,
  "e_lumo_ha": -0.2634,
  "total_charge": 1,
  "symbols": ["S", "H", "H", "O", "H", "O", "C", "H", "C", "N", "O", "O", "F", "H", "H", "Sn", "N", "F", "H", "O", "H", "N", "N", "O", "S", "N"],
  "positions_angstrom": [[-1.065, -1.103, -2.536], [1.362, 0.831, 2.019], [3.989, 1.426, -0.639], [-3.047, -0.271, -0.223], [-1.508, 2.464, 3.227], [-0.443, 0.057, -2.019], [-0.493, 0.661, 2.750], [-2.149, 0.925, 3.579], [2.471, 0.278, -0.434], [2.253, 0.424, -1.705], [-0.536, -0.547, 2.790], [1.720, -0.438, 0.259], [-3.666, -2.513, -0.392], [1.303, 0.453, -2.045], [3.651, 0.916, 1.060], [0.153, -2.803, 0.957], [3.485, 0.904, 0.064], [0.246, -2.001, -2.917], [2.797, 1.003, -2.330], [-1.719, -0.998, -3.830], [0.274, 2.182, 2.001], [-1.446, 1.464, 3.095], [-1.419, -2.037, -1.477], [-3.830, -1.299, -2.422], [-2.972, -1.304, -1.272], [0.589, 1.328, 2.439]]
}

4.
{
  "formula": "C16H37MnN6OSi4",
  "method": "ωB97M-V/def2-TZVPD",
  "e_above_lowest_kcal_mol": 12.2,
  "s2": 8.76,
  "spin_multiplicity": 6,
  "homo_energy_ev": [-10.2, -10.4],
  "largest_force_ha_per_bohr": 0.017,
  "e_lumo_ha": [-0.1043, -0.1138],
  "total_charge": 1,
  "symbols": ["H", "Si", "H", "H", "H", "Si", "H", "C", "C", "H", "H", "H", "H", "C", "C", "H", "C", "Si", "N", "H", "Mn", "C", "C", "H", "H", "H", "H", "H", "C", "C", "C", "N", "H", "H", "H", "N", "H", "C", "H", "H", "C", "C", "H", "H", "O", "N", "H", "H", "C", "H", "C", "H", "H", "H", "Si", "N", "H", "C", "N", "H", "H", "H", "H", "H", "H"],
  "positions_angstrom": [[0.184, -3.441, 1.298], [-0.773, -0.566, -0.016], [1.850, 2.709, -1.832], [2.369, 5.810, 1.067], [-1.356, -4.202, 0.908], [-2.028, 1.394, -0.117], [-3.186, -2.332, -3.434], [1.962, 3.050, -0.811], [2.243, 4.768, 0.803], [0.942, 1.328, 2.807], [-2.085, 3.425, 1.354], [-3.812, -2.863, 2.363], [0.553, -0.279, -3.084], [-0.558, -3.319, -1.998], [-3.529, -2.083, 1.650], [-1.426, 3.449, -1.425], [2.075, 2.472, 1.418], [-1.687, -1.853, 1.688], [1.946, 2.109, 0.144], [-1.969, 1.947, 2.308], [1.597, 0.005, -0.284], [4.225, -0.628, -2.304], [-0.857, -3.540, 1.622], [-4.057, -1.169, 1.932], [-2.237, 2.264, -2.450], [6.126, -2.341, 0.353], [-1.370, -0.003, 3.346], [-0.130, -1.256, 3.530], [2.233, 3.798, 1.787], [-0.422, -0.644, -3.415], [2.101, 4.391, -0.524], [3.273, -1.620, -0.672], [-0.535, 2.586, 1.483], [-3.700, -2.212, -1.747], [-1.075, -3.955, -1.275], [4.549, -1.799, -0.665], [-0.250, -1.270, -4.299], [-3.098, -1.730, -2.523], [-3.532, -0.752, -2.735], [-1.755, -1.516, 4.167], [-1.616, 2.435, 1.395], [1.976, 1.398, 2.462], [2.337, 4.059, 2.833], [-0.614, -3.815, -2.974], [2.375, 0.140, 1.892], [5.207, -1.242, -1.648], [4.380, -0.056, -3.204], [-4.201, 0.630, -1.036], [-1.195, -1.082, 3.332], [-0.543, 2.039, -2.030], [-3.873, 1.187, -0.160], [-1.012, 0.219, -3.734], [0.497, -3.272, -1.706], [-0.865, -4.043, 2.596], [-1.305, -1.602, -2.044], [5.165, -2.628, 0.233], [-4.248, 0.663, 0.721], [-1.506, 2.378, -1.643], [3.033, -0.848, -1.745], [4.617, -2.690, 1.079], [2.098, 5.118, -1.324], [-3.885, -2.383, 0.661], [-4.351, 2.172, -0.190], [2.115, -0.556, 2.508], [2.613, 1.649, 3.307]]
}

5.
{
  "formula": "C37H30AlClIN2OP2Se",
  "method": "ωB97M-V/def2-TZVPD",
  "e_above_lowest_kcal_mol": 28.2,
  "homo_energy_ev": -10.7,
  "largest_force_ha_per_bohr": 0.005,
  "e_lumo_ha": -0.1299,
  "total_charge": 1,
  "symbols": ["H", "H", "C", "C", "P", "H", "Se", "C", "C", "H", "H", "C", "H", "C", "C", "H", "H", "H", "C", "C", "H", "C", "C", "I", "H", "N", "C", "C", "C", "C", "C", "C", "H", "P", "H", "H", "O", "C", "Al", "C", "C", "C", "C", "C", "Cl", "C", "H", "C", "C", "H", "H", "C", "H", "H", "C", "H", "H", "C", "C", "H", "H", "H", "C", "N", "H", "C", "H", "H", "C", "C", "C", "H", "H", "H", "C", "C"],
  "positions_angstrom": [[-0.985, -1.632, -3.329], [-0.400, 2.851, 2.449], [-1.962, 2.784, 3.906], [-1.510, -2.320, 3.850], [-1.013, 0.944, 0.416], [-1.507, 3.543, 4.527], [3.110, -0.573, 0.686], [3.844, -3.662, -0.845], [2.103, 0.022, -5.758], [2.533, -0.590, -6.540], [-1.337, -0.591, 6.762], [-2.305, 0.112, -0.595], [3.447, -0.379, -1.781], [-1.783, -1.929, 5.184], [-3.127, 0.837, 2.304], [4.588, -4.315, -0.410], [2.187, 1.826, -6.915], [-1.886, 5.006, -2.249], [-1.515, 3.232, -1.108], [0.163, 4.875, -1.623], [0.609, 2.223, -2.957], [3.175, -1.252, -1.188], [-2.058, -3.437, 3.191], [0.842, 1.440, 5.910], [-3.636, 2.488, 5.215], [-0.257, -1.830, 1.827], [1.843, -1.792, -1.631], [-3.156, 2.188, 4.292], [-1.680, -3.734, 1.905], [1.908, 1.382, -5.968], [-3.734, 1.214, 3.496], [-1.344, 2.397, 2.731], [0.638, -3.507, -1.891], [0.674, -0.455, -1.948], [4.413, -2.413, -2.452], [-1.087, -2.086, -1.628], [0.912, 0.240, 2.894], [5.556, -1.872, -0.816], [0.887, -0.339, 1.208], [1.746, -0.551, -4.549], [1.362, 2.173, -4.968], [1.111, 4.134, -0.931], [1.596, -3.109, -1.575], [0.070, -0.411, 3.684], [-2.930, -2.824, 6.118], [-2.042, -0.202, -2.071], [-1.808, 0.725, -2.605], [-0.769, -2.902, 1.249], [-0.595, -1.538, 3.124], [-0.434, -3.109, 0.241], [-3.167, 0.780, -0.515], [-1.926, 1.425, 1.915], [-4.664, 0.747, 3.792], [0.445, 5.808, -2.092], [-0.565, 2.481, -0.419], [-2.978, -0.568, -2.496], [1.895, -1.612, -4.385], [-0.195, -0.108, 4.997], [4.272, -2.312, -1.365], [2.132, 4.484, -0.861], [-2.765, -4.066, 3.714], [-3.600, 0.074, 1.700], [2.579, -4.036, -1.014], [6.561, -1.526, -0.386], [1.504, 2.347, 0.179], [-1.134, -0.861, 5.735], [2.254, -5.027, -0.725], [-2.581, -0.802, -0.061], [1.199, 0.241, -3.539], [1.014, 1.606, -3.750], [0.750, 2.935, -0.335], [-2.545, 2.900, -1.165], [1.217, 3.233, -5.132], [-2.073, -4.601, 1.395], [-1.148, 4.424, -1.713], [-0.943, -1.244, -2.310]]
}

6.
{
  "formula": "C36H41Cl2IMgNNaO15P2V",
  "method": "ωB97M-V/def2-TZVPD",
  "homo_energy_ev": -7.8,
  "largest_force_ha_per_bohr": 0.051,
  "e_lumo_ha": -0.2366,
  "total_charge": 1,
  "symbols": ["H", "H", "H", "C", "C", "H", "H", "H", "H", "H", "C", "P", "C", "H", "C", "H", "H", "H", "H", "H", "H", "C", "O", "Cl", "H", "P", "C", "O", "C", "V", "O", "O", "C", "Cl", "C", "C", "H", "H", "H", "C", "H", "H", "H", "C", "H", "H", "C", "O", "H", "O", "C", "H", "C", "H", "O", "C", "C", "H", "C", "H", "O", "C", "O", "C", "N", "H", "O", "I", "H", "H", "O", "C", "C", "C", "C", "O", "C", "Mg", "H", "C", "H", "H", "H", "H", "C", "C", "C", "H", "H", "C", "C", "O", "O", "C", "H", "Na", "C", "C", "C", "H", "O"],
  "positions_angstrom": [[-6.196, 6.765, -8.711], [-3.890, -4.750, -0.289], [3.113, -3.139, -1.690], [-1.958, -4.088, 4.293], [-4.833, 5.932, -7.280], [-5.673, -2.952, -3.964], [7.894, -0.384, 7.863], [0.418, 2.324, 1.809], [6.126, -0.336, 8.050], [8.863, 0.762, 5.785], [3.625, -0.557, -2.235], [0.833, -4.969, -1.693], [2.347, -1.307, -2.430], [-0.014, -1.794, 0.921], [-0.009, -1.195, -3.106], [-3.994, 5.928, -7.964], [5.774, 1.164, 4.670], [0.389, 6.108, 3.930], [-1.057, -3.097, -2.842], [-4.430, -6.172, -2.243], [-8.107, 6.786, -7.145], [3.842, 2.470, 0.049], [1.926, -4.927, -0.359], [3.677, -6.190, -0.362], [-0.334, 2.458, 3.377], [5.567, 0.055, -0.074], [6.944, -0.511, 7.351], [-3.466, -2.490, 5.060], [-0.129, -2.546, -2.754], [-1.799, 2.409, -4.931], [-3.572, -3.656, -1.951], [-2.518, 0.969, -4.420], [-4.672, 5.464, -5.983], [2.253, -1.738, 1.052], [0.438, 2.897, 2.735], [-6.982, 5.951, -5.521], [-5.204, -3.656, -0.657], [1.132, 3.301, -1.871], [7.737, 1.965, 5.129], [-5.393, -2.406, -3.065], [-7.819, 5.963, -4.834], [-0.878, -0.658, -3.481], [2.483, 4.118, 0.034], [-4.491, -4.349, -1.106], [1.362, 4.736, 4.517], [1.669, -4.153, 0.195], [5.743, 0.420, 5.483], [-3.075, -2.016, -3.328], [-2.597, -0.819, 3.215], [4.702, -0.972, -2.571], [-2.599, -2.729, 4.240], [1.402, 2.746, 3.197], [2.757, 3.182, -0.443], [-5.772, -5.128, -2.671], [4.784, -0.314, 5.644], [1.484, 0.868, -3.184], [-3.932, -2.648, -2.780], [-3.708, 5.093, -5.660], [-1.014, -4.446, 3.423], [-0.417, 4.699, 4.609], [0.269, -3.841, 1.570], [-1.180, -2.155, 2.348], [-0.650, -4.929, -0.943], [-5.748, 5.471, -5.105], [6.852, 0.426, 6.242], [-5.825, -6.041, -1.157], [-1.131, 3.868, -5.426], [6.840, 1.098, 1.787], [-0.552, -5.407, 3.449], [6.864, -1.532, 6.977], [-2.383, -4.911, 5.251], [1.239, -0.605, -2.918], [-2.142, -1.799, 3.229], [1.983, 2.732, -1.512], [-0.565, -3.529, 2.383], [4.855, -1.303, 0.434], [7.956, 1.333, 5.988], [2.860, 3.548, 3.575], [4.064, -1.064, 1.053], [0.423, 5.021, 3.985], [-0.735, -4.058, -0.524], [4.433, 2.809, 0.907], [-5.531, -1.341, -3.238], [-6.058, -2.684, -2.249], [2.299, 1.509, -2.081], [2.236, -2.642, -2.092], [-6.069, 6.404, -7.699], [8.122, 1.966, 6.863], [-0.641, 4.627, 2.195], [0.983, -3.231, -2.236], [-5.173, -5.488, -1.835], [-0.733, -1.330, 1.426], [1.100, 1.452, -4.166], [3.393, 0.789, -1.586], [-5.623, 5.104, -4.093], [-0.375, -6.903, 3.976], [0.364, 4.383, 2.586], [4.186, 1.228, -0.536], [-7.143, 6.416, -6.819], [-3.071, -4.418, 5.747], [1.479, 4.751, 1.885]]
}